DFT (ωB97M-V/def2-TZVPD) results for a 14-piece molecular cluster, C54H144B5F20N9O18 overall in a non-equilibrium geometry.

For the LUMO energy, the calculation gives -6.729 eV. The frontier orbital gap is 4.9 eV.

Geometry as ORCA input:
```
! wB97M-V def2-TZVPD RIJCOSX def2/J DEFGRID3
* xyz 4 1
C 34.892 4.531 -5.843
O 33.557 4.538 -5.360
C 33.335 5.752 -4.616
C 31.934 5.759 -4.042
N 31.726 4.438 -3.189
H 31.893 3.605 -3.736
H 32.552 4.373 -2.612
C 30.428 4.338 -2.328
C 29.254 3.880 -3.186
O 29.568 2.786 -3.978
C 29.218 1.566 -3.342
H 34.882 5.153 -6.738
H 35.116 3.513 -6.165
H 35.693 4.932 -5.223
H 33.495 6.645 -5.219
H 33.994 5.836 -3.751
H 31.169 5.684 -4.815
H 31.965 6.617 -3.370
H 30.273 5.350 -1.953
H 30.788 3.644 -1.568
H 28.974 4.698 -3.850
H 28.320 3.611 -2.694
H 29.186 0.645 -3.924
H 28.346 1.601 -2.689
H 30.070 1.290 -2.721
C 32.679 -8.362 4.906
O 31.496 -8.994 5.429
C 31.738 -9.745 6.567
C 31.154 -8.959 7.822
N 29.765 -8.391 7.559
H 29.765 -7.801 6.738
H 29.147 -9.165 7.363
C 28.967 -7.669 8.655
C 27.943 -6.663 8.066
O 27.268 -7.322 6.932
C 26.734 -6.270 6.076
H 33.178 -7.770 5.673
H 32.204 -7.641 4.240
H 33.375 -9.069 4.455
H 32.764 -10.111 6.615
H 31.170 -10.652 6.359
H 31.758 -8.135 8.202
H 31.003 -9.696 8.611
H 29.652 -7.225 9.377
H 28.300 -8.453 9.013
H 28.437 -5.768 7.690
H 27.182 -6.228 8.715
H 27.545 -5.660 5.677
H 25.934 -5.633 6.452
H 26.271 -6.792 5.238
C 19.692 -9.451 6.306
O 18.835 -10.573 5.865
C 19.274 -11.829 6.413
C 18.509 -12.969 5.780
N 17.000 -12.683 5.647
H 16.428 -12.830 6.466
H 16.918 -11.678 5.588
C 16.301 -13.273 4.418
C 14.888 -12.648 4.319
O 14.948 -11.240 4.416
C 13.761 -10.477 4.078
H 19.181 -8.545 6.628
H 20.379 -9.350 5.465
H 20.422 -9.756 7.055
H 19.024 -11.842 7.474
H 20.350 -11.937 6.273
H 18.613 -13.959 6.224
H 18.856 -13.088 4.753
H 16.140 -14.347 4.508
H 16.826 -13.175 3.467
H 14.367 -13.018 5.202
H 14.312 -13.001 3.464
H 13.810 -9.458 4.460
H 12.910 -10.961 4.558
H 13.429 -10.407 3.042
C 22.957 5.397 -3.430
O 22.347 4.126 -3.536
C 22.029 3.783 -4.883
C 21.998 2.260 -5.114
N 20.984 1.525 -4.168
H 20.984 2.192 -3.410
H 20.020 1.513 -4.469
C 21.316 0.140 -3.514
C 20.022 -0.614 -3.266
O 19.027 0.023 -2.449
C 17.630 -0.405 -2.496
H 23.881 5.461 -4.003
H 23.228 5.622 -2.399
H 22.235 6.195 -3.605
H 22.702 4.196 -5.635
H 21.085 4.242 -5.175
H 22.986 1.819 -4.978
H 21.740 1.823 -6.078
H 21.943 0.316 -2.640
H 21.919 -0.317 -4.297
H 20.143 -1.673 -3.037
H 19.509 -0.636 -4.228
H 17.349 -1.458 -2.464
H 17.235 -0.076 -3.458
H 17.026 0.069 -1.723
C 17.185 -12.389 -2.926
O 16.579 -11.095 -2.984
C 15.227 -11.061 -2.461
C 14.240 -11.541 -3.509
N 14.374 -10.856 -4.873
H 14.153 -9.871 -4.854
H 15.314 -10.666 -5.189
C 13.614 -11.689 -5.926
C 13.689 -11.060 -7.378
O 15.020 -11.036 -7.834
C 15.391 -11.583 -9.058
H 18.181 -12.195 -3.324
H 16.654 -13.141 -3.510
H 17.239 -12.777 -1.909
H 14.978 -10.041 -2.168
H 15.154 -11.699 -1.580
H 13.233 -11.364 -3.131
H 14.481 -12.588 -3.690
H 12.580 -11.674 -5.582
H 14.028 -12.697 -5.958
H 13.257 -10.086 -7.151
H 13.002 -11.709 -7.921
H 16.327 -11.174 -9.438
H 14.727 -11.551 -9.922
H 15.553 -12.651 -8.916
C 29.063 3.326 6.692
O 30.382 3.626 7.234
C 31.332 3.237 6.273
C 32.735 3.542 6.770
N 32.803 3.115 8.213
H 32.189 3.619 8.837
H 32.477 2.160 8.242
C 34.276 3.173 8.761
C 34.240 2.524 10.146
O 33.040 2.775 10.832
C 32.778 2.215 12.083
H 28.839 2.279 6.897
H 28.909 3.600 5.648
H 28.424 3.835 7.414
H 31.105 3.639 5.285
H 31.200 2.156 6.224
H 32.966 4.605 6.708
H 33.451 2.948 6.202
H 34.574 4.218 8.846
H 35.011 2.753 8.074
H 35.131 2.912 10.639
H 34.411 1.450 10.070
H 33.076 2.863 12.908
H 33.267 1.251 12.221
H 31.742 1.875 12.073
C 17.967 -4.532 2.145
O 18.545 -3.181 2.271
C 19.498 -3.081 3.327
C 19.590 -1.597 3.725
N 19.629 -0.672 2.476
H 20.380 -0.795 1.812
H 18.936 -1.056 1.849
C 19.424 0.800 2.876
C 19.789 1.705 1.655
O 21.057 1.397 1.030
C 22.186 1.653 1.781
H 17.464 -4.541 1.178
H 17.305 -4.641 3.004
H 18.764 -5.269 2.242
H 20.497 -3.498 3.207
H 19.075 -3.648 4.157
H 20.506 -1.475 4.303
H 18.711 -1.313 4.304
H 20.166 0.926 3.664
H 18.388 0.864 3.207
H 19.793 2.739 2.000
H 18.995 1.635 0.912
H 22.328 2.723 1.935
H 23.077 1.369 1.221
H 22.268 1.113 2.724
C 23.144 -12.243 1.720
O 23.465 -13.438 1.164
C 24.387 -14.179 1.993
C 24.888 -15.513 1.295
N 23.672 -16.507 1.123
H 23.242 -16.536 2.036
H 22.943 -16.069 0.578
C 24.008 -17.896 0.569
C 24.636 -18.911 1.552
O 25.845 -18.290 1.893
C 26.608 -18.742 3.016
H 22.236 -12.352 2.313
H 22.811 -11.567 0.932
H 23.847 -11.728 2.375
H 23.907 -14.403 2.946
H 25.291 -13.593 2.160
H 25.637 -15.890 1.992
H 25.417 -15.347 0.356
H 24.724 -17.734 -0.238
H 23.052 -18.200 0.143
H 24.964 -19.809 1.028
H 24.051 -19.107 2.451
H 27.639 -18.390 2.974
H 26.488 -19.825 2.975
H 26.105 -18.311 3.881
C 19.297 13.218 3.714
O 19.187 12.031 4.599
C 18.591 12.162 5.911
C 18.634 10.723 6.480
N 18.005 9.795 5.372
H 17.087 10.214 5.331
H 18.356 10.118 4.481
C 17.794 8.363 5.644
C 16.746 7.789 4.568
O 17.041 8.148 3.232
C 16.146 7.702 2.196
H 19.554 14.176 4.166
H 18.327 13.289 3.221
H 20.009 12.896 2.954
H 17.636 12.664 5.756
H 19.130 12.844 6.569
H 18.153 10.722 7.459
H 19.644 10.328 6.583
H 17.485 8.200 6.676
H 18.795 7.937 5.584
H 15.710 8.002 4.831
H 16.865 6.717 4.725
H 16.135 6.613 2.200
H 16.774 7.972 1.347
H 15.135 8.111 2.189
B 24.433 -2.966 0.458
F 24.990 -2.583 -0.725
F 24.003 -1.822 1.133
F 23.415 -3.863 0.235
F 25.326 -3.569 1.246
B 23.657 7.415 6.471
F 22.984 8.332 5.715
F 23.362 7.437 7.830
F 23.358 6.116 6.110
F 24.969 7.727 6.261
B 21.770 -3.181 10.017
F 21.191 -2.802 11.198
F 22.819 -2.269 9.873
F 22.148 -4.512 10.088
F 20.868 -2.978 8.899
B 13.992 0.325 6.002
F 14.305 0.584 4.680
F 14.312 -1.006 6.230
F 14.644 1.280 6.761
F 12.625 0.579 6.202
B 16.307 5.708 -4.780
F 16.884 5.252 -3.599
F 15.281 4.952 -5.342
F 15.812 6.974 -4.557
F 17.290 5.951 -5.758
*
```